Below is a cluster of 2 separate species, CH6FN3 in total, with properties calculated with ωB97M-V/def2-TZVPD.

HOMO energy (spin up / spin down)	-6.98 / -6.75	eV
ΔE to the lowest compared entry with this formula, charge and spin	375.2	kJ/mol
E_LUMO (spin up / spin down)	0.016 / 0.014	hartree
HOMO-LUMO gap (spin up / spin down)	7.42 / 7.13	eV

Each atom is followed by the atoms it is bonded to, with distances in Å.
Atoms and positions in Å:
1 N -1.279 -0.239 -1.018  H4 1.001, H10 0.999
2 F 1.509 0.204 -1.173  C5 1.318
3 N 1.021 -1.184 0.615  C5 1.355, H6 1.074, H8 1.077
4 H -1.387 0.561 -1.609  N1 1.001
5 C 1.067 0.051 0.060  F2 1.318, N3 1.355, N11 1.388
6 H 1.058 -1.859 -0.220  N3 1.074
7 H 1.341 1.992 0.474  N11 1.014
8 H 0.039 -1.163 1.058  N3 1.077
9 H 0.471 1.063 1.630  N11 0.991
10 H -1.726 -0.136 -0.130  N1 0.999
11 N 1.189 1.110 0.950  C5 1.388, H7 1.014, H9 0.991